No. 1
Density functional theory data (wB97M-V/def2-TZVPD) for 9 unconnected molecules or ions with the total composition C6H27NO9 in a non-equilibrium geometry.

Structure (XYZ):
```
43
Properties=species:S:1:pos:R:3:forces:R:3:mulliken_charge:R:1
C -0.402695 -0.169730 -0.002167 -0.77 -3.39 -1.32 -0.0429
N 0.490895 -0.309500 -1.195403 0.69 -2.74 -0.92 -0.0380
C -0.239522 -1.079753 -2.338978 -1.27 -0.25 1.84 -0.6098
C 0.673026 -2.094857 -3.035313 1.06 0.64 0.52 -0.6595
C 2.018419 -1.904092 -2.300289 -0.40 -1.78 -0.30 -1.0944
C 1.701022 -1.282842 -0.975031 -1.03 0.27 0.24 0.5196
C 2.940166 -0.533665 -0.538745 -1.48 0.20 0.72 -0.3451
O 2.818119 0.179581 0.422660 1.34 0.55 0.06 -0.4584
H -1.450721 -0.006372 -0.354548 1.13 0.35 0.18 0.6508
H -0.011879 0.573590 0.610086 0.25 1.42 1.20 0.0877
H -0.487398 -1.163478 0.616267 0.48 2.00 -1.42 -0.6906
H -0.545567 -0.311524 -3.034229 -0.69 0.01 -0.04 0.4284
H -1.123121 -1.693869 -1.849872 1.35 1.59 -1.11 0.1782
H 0.755876 -1.941996 -4.140238 -0.18 -0.35 1.00 0.3107
H 0.348698 -3.079834 -2.747501 -0.37 -0.49 -0.57 0.3039
H 2.648639 -1.239082 -2.815744 0.79 1.01 -0.96 0.4567
H 2.628190 -2.850566 -2.202406 -0.78 0.84 0.02 0.3550
H 1.377124 -2.037218 -0.209055 0.50 0.51 -0.39 0.3771
H 3.872101 -0.608582 -1.143033 -0.21 0.07 0.30 0.3174
O -2.394192 2.518564 0.095433 -2.89 1.07 0.25 -0.6769
H -2.880177 3.312422 0.454864 0.60 -1.40 -0.44 0.2910
H -1.556130 2.900830 -0.039329 2.41 0.67 0.05 0.3471
O -0.142550 3.902941 0.928617 -3.60 0.91 4.68 -0.7566
H 0.345751 3.393319 1.601408 0.20 -0.31 -0.54 0.4560
H 0.218382 3.955579 0.127351 2.96 -0.08 -4.64 0.2825
O -3.282523 0.379285 1.194401 0.01 -0.46 0.20 -0.6634
H -4.002293 0.916651 1.499430 -0.69 0.05 0.44 0.2857
H -2.813855 1.011847 0.637912 0.44 0.59 -0.18 0.4422
O 0.970479 2.343727 2.561503 0.56 -0.63 0.69 -0.6901
H 1.910986 2.533052 2.695983 -0.34 -0.21 0.01 0.3097
H 0.881689 1.355080 2.657190 0.28 0.55 -0.06 0.3521
O -2.798781 -2.153356 0.834000 -1.07 -2.80 1.62 -0.6547
H -2.814713 -1.197766 0.956612 -0.83 0.46 0.49 0.5471
H -3.396649 -2.606299 1.555335 1.78 1.78 -2.20 0.3125
O -0.442631 -2.398216 2.442053 -1.25 0.17 1.83 -0.7559
H -0.987640 -2.263474 3.337147 1.32 -0.41 -3.63 0.3195
H -0.981201 -2.344872 1.592084 -0.39 -0.30 2.22 0.2604
O 1.349899 -0.304660 2.604959 0.79 -0.14 -1.82 -0.8283
H 1.819201 -0.260892 1.703617 -0.53 0.34 1.83 0.3679
H 0.725492 -1.027536 2.425251 -0.31 -0.21 0.63 0.5020
O 0.813695 2.734727 -1.338007 0.71 3.09 1.85 -0.6985
H 0.707025 1.857638 -1.068916 -0.29 -2.56 -0.58 0.3641
H 0.739365 2.995197 -2.225362 -0.28 -0.61 -1.75 0.2375
```
Forces are in eV/Å.

Values from the calculation:
LUMO energy: 0.3261 eV
structure (SMILES): CN1CCC[C@H]1C=O.O.O.O.O.O.O.O.O
molar mass: 257.3 g mol⁻¹
energy relative to the best compared isomer or geometry (same formula, charge and spin): 237.17 kJ/mol
frontier orbital gap: 9.780 eV

No. 2
Density functional theory data (wB97M-V/def2-TZVPD) for a molecular structure, C17H43BGaO3.

Structure (XYZ):
```
65
Properties=species:S:1:pos:R:3:forces:R:3:mulliken_charge:R:1
C 2.857361 2.521513 3.455288 0.00 0.14 -0.05 -0.7694
O 1.848888 3.423796 3.101697 -0.07 -0.16 -0.23 -0.3247
C 0.724614 3.429518 3.977230 -0.03 0.06 -0.02 -0.6976
C -0.548539 3.726435 3.213828 -0.18 0.05 0.14 -0.0144
C -1.684434 4.210746 4.124155 0.01 0.18 -0.20 -1.0866
Ga -3.506258 3.879985 3.286256 -0.02 0.02 -0.17 0.4823
C -4.291169 2.042851 3.841139 -0.19 -0.52 0.04 -0.5590
B -5.474074 1.882689 2.900760 0.13 0.24 0.21 0.2320
O -5.390768 1.215513 1.666969 -0.45 -0.16 -0.07 -0.6143
O -6.707445 2.487296 3.207870 -0.10 0.01 -0.66 -0.5657
H 3.532820 2.443240 2.605516 0.10 -0.01 -0.04 0.2203
H 3.431245 2.859835 4.325017 0.02 0.00 0.13 0.3274
H 2.450648 1.528476 3.666678 -0.02 -0.11 0.06 0.3312
H 0.637408 2.455293 4.469687 0.03 -0.08 0.10 0.3514
H 0.866334 4.186648 4.755112 0.11 0.05 0.08 0.4228
H -0.867910 2.837158 2.666326 0.15 -0.10 -0.11 -0.1176
H -0.320317 4.485629 2.465613 -0.03 0.05 -0.11 0.2618
H -1.577179 3.768748 5.118543 -0.15 -0.16 0.07 0.4590
H -1.577836 5.289980 4.263879 0.05 0.08 0.12 0.3495
H -3.332617 3.852018 1.673870 0.08 0.01 0.05 -0.2766
H -4.617936 5.002334 3.647935 -0.06 0.00 0.12 -0.4166
H -3.545899 1.255686 3.714543 0.25 0.11 -0.03 0.2692
H -4.629870 2.075527 4.876164 0.16 0.22 0.15 0.2369
H -5.462376 0.267237 1.760667 0.24 -0.18 -0.05 0.2488
H -6.605374 3.441754 3.169657 0.01 0.21 0.41 0.2619
C 3.989100 1.118445 -2.446309 0.02 -0.03 0.06 -1.2942
C 3.298413 0.040691 -1.615821 0.02 0.01 -0.07 -0.3828
C 1.794416 -0.049841 -1.865961 -0.03 -0.02 -0.04 0.4144
C 1.002948 1.210884 -1.515969 0.02 0.03 0.00 -1.2510
C 1.148276 1.673437 -0.067419 -0.06 -0.02 0.01 -0.0241
C 0.655434 0.650288 0.949694 0.06 0.05 0.03 -1.0187
H 3.604764 2.112032 -2.213149 -0.01 0.01 0.00 0.2823
H 5.063948 1.129881 -2.257751 0.01 0.00 -0.02 0.3959
H 3.838032 0.941789 -3.513827 -0.02 0.02 -0.01 0.3093
H 3.489251 0.219927 -0.554519 -0.02 -0.01 0.01 0.2528
H 3.748802 -0.929362 -1.847519 0.01 -0.01 0.02 0.4010
H 1.394002 -0.895267 -1.301114 0.00 0.00 0.00 -0.6064
H 1.625161 -0.288440 -2.922469 0.01 -0.01 0.00 0.4930
H -0.055141 1.023111 -1.722729 -0.01 0.00 0.01 0.4155
H 1.297087 2.026355 -2.183246 0.01 -0.01 -0.01 0.3780
H 0.583237 2.597982 0.064213 0.01 0.01 0.03 0.3893
H 2.191224 1.927194 0.144962 0.00 0.02 -0.01 0.0719
H -0.398627 0.416940 0.786576 -0.01 -0.02 -0.01 0.2968
H 0.752870 1.048933 1.959647 -0.03 -0.01 0.01 0.1202
H 1.222995 -0.282810 0.901787 0.00 0.00 -0.01 0.3509
C -0.031546 -5.958838 -5.182729 -0.06 0.02 0.03 -1.2142
C -0.680343 -4.727337 -4.556923 0.04 -0.02 -0.05 -0.5322
C 0.327426 -3.686410 -4.072586 -0.02 0.03 0.02 -0.5072
C 1.280588 -4.173681 -2.980708 0.04 -0.02 0.00 -0.4406
C 0.598285 -4.701670 -1.719035 -0.01 0.07 0.03 -0.4332
C -0.244742 -3.653778 -0.998472 0.03 -0.11 -0.01 -0.8804
H 0.597019 -6.490954 -4.467187 0.01 0.00 0.00 0.2834
H -0.786993 -6.660265 -5.539922 0.01 -0.01 -0.01 0.3827
H 0.593149 -5.678027 -6.033573 0.03 0.00 0.01 0.2874
H -1.325857 -5.035529 -3.730248 -0.01 0.02 0.01 0.2571
H -1.336380 -4.257192 -5.293917 -0.02 0.00 0.01 0.3860
H -0.214850 -2.806785 -3.716119 0.01 0.00 0.01 0.2704
H 0.922698 -3.345241 -4.925801 0.00 0.00 -0.01 0.4049
H 1.940971 -3.344033 -2.707756 -0.01 0.00 0.03 0.0998
H 1.932614 -4.955325 -3.381735 0.00 0.01 -0.03 0.3471
H 1.370846 -5.065640 -1.036481 0.00 -0.02 0.00 0.3608
H -0.022297 -5.568828 -1.963344 0.01 -0.01 -0.02 0.2503
H 0.370762 -2.799772 -0.712311 -0.04 0.04 0.01 -0.0032
H -0.687123 -4.065149 -0.090635 -0.01 0.02 0.01 0.4074
H -1.059732 -3.287619 -1.623997 0.00 0.02 0.00 0.2678
```
Forces are in eV/Å.

Values from the calculation:
LUMO energy: 2.3718 eV
molar mass: 376.1 g mol⁻¹
frontier orbital gap: 7.195 eV
net charge: -1

No. 3
Density functional theory data (wB97M-V/def2-TZVPD) for 2 unconnected molecules or ions with the total composition C3H6ClN in a non-equilibrium geometry.

Structure (XYZ):
```
11
Properties=species:S:1:pos:R:3:forces:R:3:mulliken_charge:R:1
C -0.757381 -1.217305 0.020443 -0.99 2.09 -2.24 -0.0681
C -0.511052 0.098113 -0.564585 0.87 -0.18 3.48 -0.4220
C 1.891602 0.953543 0.325896 -0.42 -1.07 -1.30 -0.9111
N -1.411358 -0.012240 0.557368 0.64 0.72 -1.06 -0.2101
Cl -3.076660 0.214887 0.129739 -0.40 -0.09 -0.11 -0.1329
H -1.248469 -1.851298 -0.664128 -0.80 -1.14 -0.09 0.2958
H -0.066926 -1.514337 0.691845 2.08 -1.76 1.93 0.2270
H -0.631286 0.587649 -1.460832 -0.55 0.69 -1.77 0.2793
H 2.265746 -0.017174 0.000786 0.00 0.27 0.20 0.2741
H 1.255985 0.949618 1.182606 0.02 0.52 0.45 0.3491
H 2.289799 1.808543 -0.219143 -0.44 -0.04 0.50 0.3189
```
Forces are in eV/Å.

Values from the calculation:
LUMO energy (alpha / beta): 0.2739 / 0.0421 eV
molar mass: 91.5 g mol⁻¹
energy relative to the best compared isomer or geometry (same formula, charge and spin): 548.05 kJ/mol
frontier orbital gap (alpha / beta): 8.583 / 8.680 eV

No. 4
Density functional theory data (wB97M-V/def2-TZVPD) for a molecular structure, C7H13N4O17Pb in a non-equilibrium geometry.

Structure (XYZ):
```
42
Properties=species:S:1:pos:R:3:forces:R:3:mulliken_charge:R:1
Pb 0.246507 -0.639175 0.034839 0.75 -1.39 1.36 2.5802
O -0.148177 1.857577 3.486094 0.07 0.22 -0.31 -0.5601
C -0.290848 0.500141 3.735786 0.08 -1.56 0.78 0.4840
O -0.091745 -0.289090 2.778391 -0.11 0.78 -0.31 -0.5673
O -0.569637 0.198643 4.916332 -0.13 0.53 -0.22 -0.8283
H 0.112809 1.875118 2.552107 -0.04 0.23 -0.04 0.3082
O 2.762903 2.694429 1.557430 0.21 0.10 -0.16 -0.5631
C 2.003927 1.674491 1.013170 -1.04 -0.78 0.21 0.8106
O 2.474174 0.538177 0.999717 0.44 0.42 -0.18 -0.6805
O 0.831809 1.989169 0.640211 0.33 0.84 -0.33 -0.9089
H 3.549915 2.213774 1.845444 0.02 0.05 0.06 0.3004
O -2.916847 -4.149758 -0.630959 -0.12 -0.25 -0.24 -0.5421
C -1.952262 -3.284332 -0.074679 0.71 0.88 0.66 0.7138
O -1.266978 -2.623218 -0.885035 -0.33 -0.20 -0.32 -0.7754
O -1.925780 -3.276908 1.163085 -0.27 -0.25 -0.20 -0.6902
H -3.243295 -4.528367 0.194606 -0.16 -0.10 -0.09 0.2684
O 1.359177 -3.022039 3.172369 -0.08 -0.48 -0.33 -0.4050
C 2.226367 -2.673771 2.135682 0.67 0.07 -0.71 0.6296
O 1.700936 -2.391478 1.030988 -0.47 0.41 0.32 -0.7866
O 3.447817 -2.750985 2.389875 -0.34 -0.22 0.20 -0.7930
H 1.884385 -3.686769 3.631075 0.05 0.34 0.37 0.2303
O 2.206568 -1.393950 -3.991144 -0.14 0.02 -0.45 -0.6340
C 2.606508 -1.672559 -2.661664 0.50 0.85 1.08 0.5332
O 3.460463 -2.530736 -2.519466 -0.09 -0.37 -0.40 -0.7066
O 2.086596 -0.877486 -1.818832 -0.24 -0.33 -0.51 -0.5995
H 1.633119 -0.631436 -3.855529 -0.10 -0.11 -0.02 0.4109
C -0.126525 1.056824 -3.251391 0.83 -0.05 0.67 0.2552
O -0.725487 0.550688 -2.329410 -0.69 0.15 -0.36 -0.5425
N 1.038271 1.752481 -3.051785 -0.96 0.27 -0.54 -0.2195
N -0.533999 0.954014 -4.565836 -0.14 0.30 -0.07 -0.4214
H 1.601062 1.999504 -3.841530 0.37 0.04 0.28 0.1939
H 1.340608 1.843807 -2.094575 0.30 -0.18 -0.04 0.1531
H 0.013027 1.348425 -5.306252 0.03 -0.16 -0.07 0.1465
H -1.239241 0.274780 -4.778152 0.04 -0.11 0.07 0.2346
C -2.757910 1.691893 0.937697 0.99 0.51 0.29 0.3836
O -2.316117 0.594292 0.691583 -0.43 -0.25 -0.22 -0.4879
N -1.946723 2.793590 1.031996 -0.14 -0.02 -0.44 -0.2543
N -4.100532 1.898156 1.177355 -0.79 -0.30 -0.36 -0.4933
H -0.997140 2.644654 0.691049 0.05 0.03 0.28 0.2466
H -2.322351 3.721911 0.965490 -0.07 -0.05 0.02 0.1635
H -4.499399 2.713437 1.599881 0.38 0.12 0.20 0.1493
H -4.615960 1.042063 1.283992 0.04 -0.02 0.06 0.2633
```
Forces are in eV/Å.

Values from the calculation:
LUMO energy: 6.2607 eV
molar mass: 632.4 g mol⁻¹
frontier orbital gap: 5.588 eV
net charge: -3

No. 5
Density functional theory data (wB97M-V/def2-TZVPD) for C5H10 in the gas phase in a non-equilibrium geometry.

Structure (XYZ):
```
15
Properties=species:S:1:pos:R:3:forces:R:3:mulliken_charge:R:1
C -1.013397 -1.122544 -1.419016 2.19 -1.91 -1.35 -0.9710
C -0.756007 0.146448 -0.659053 0.86 1.60 1.91 -0.1538
C 0.206061 0.371123 0.303531 -0.10 -3.29 -2.29 0.7636
C 1.204263 -0.800425 0.609106 0.43 -1.14 -0.27 -1.0787
C 0.282299 1.601339 1.091090 0.61 1.46 1.20 -1.2827
H -2.108410 -1.225690 -1.461748 0.54 -0.57 -0.25 0.2803
H -0.511368 -1.300856 -2.535986 -1.51 1.25 2.51 0.2156
H -0.458695 -2.021557 -0.917804 -1.71 1.48 -0.48 0.2523
H -1.538346 0.959554 -0.681482 0.81 -0.91 -0.49 0.2614
H 2.249347 -0.424437 1.068823 -2.43 -1.00 -1.24 0.3065
H 0.688314 -1.532508 1.362791 1.06 1.43 -0.98 0.2645
H 1.332265 -1.520445 -0.360298 0.25 2.08 2.37 0.2199
H 0.972314 1.597609 1.983773 -0.49 -0.31 -1.10 0.3190
H 0.526175 2.494233 0.487942 0.11 -0.42 0.15 0.2849
H -0.690914 1.798445 1.500041 -0.61 0.27 0.30 0.3183
```
Forces are in eV/Å.

Values from the calculation:
LUMO energy: 1.0619 eV
structure (SMILES): CC=C(C)C
molar mass: 70.1 g mol⁻¹
energy relative to the best compared isomer or geometry (same formula, charge and spin): 193.41 kJ/mol
frontier orbital gap: 9.560 eV

No. 6
Density functional theory data (wB97M-V/def2-TZVPD) for C5H5ClN2 in the gas phase in a non-equilibrium geometry.

Structure (XYZ):
```
13
Properties=species:S:1:pos:R:3:forces:R:3:mulliken_charge:R:1
C 0.447001 -2.588736 -0.506100 -2.10 2.44 2.50 -0.7291
C 0.577985 -1.258248 -0.657887 -0.34 0.76 -0.04 0.4562
Cl 1.432223 -0.641695 -2.141784 -0.27 -0.74 0.61 -0.3067
C 0.029993 -0.031060 0.138616 -0.77 -1.19 0.88 0.1148
N -0.916786 0.002686 1.150196 2.20 1.87 -2.33 -0.5227
C -1.089248 1.383071 1.351884 0.78 -0.27 -0.16 -0.1635
C -0.191554 2.123028 0.486858 -3.67 -1.71 3.10 -0.4540
N 0.443560 1.241404 -0.232804 1.01 -4.11 -2.19 -0.0209
H 0.609463 -3.376649 -1.157395 1.04 -0.82 -1.56 0.3521
H -0.185734 -2.924221 0.350904 0.73 0.58 -0.44 0.2648
H -1.845889 1.726614 2.144987 1.54 -0.36 -1.54 0.3294
H -0.226546 3.109494 0.243493 0.23 2.61 -0.33 0.4330
H 0.915534 1.234310 -1.170968 -0.38 0.95 1.51 0.2466
```
Forces are in eV/Å.

Values from the calculation:
LUMO energy: 0.5724 eV
structure (SMILES): C=C(Cl)c1ncc[nH]1
molar mass: 128.6 g mol⁻¹
energy relative to the best compared isomer or geometry (same formula, charge and spin): 101.83 kJ/mol
frontier orbital gap: 9.015 eV

- Among the records above, which one has the highest molar mass?
  C7H13N4O17Pb